Entry 1:
Density functional theory data (ωB97M-V with the def2-TZVPD basis set) for 2 unconnected molecules or ions with the total composition C3H10NO in a non-equilibrium geometry.

Element x y z (Å)
C  1.039  2.080  0.392
C  0.662  0.633  0.269
C  1.311  -0.380  0.803
N  -0.350  0.323  -0.796
H  0.393  2.550  1.137
H  2.097  2.184  0.594
H  0.901  2.691  -0.500
H  1.243  -1.421  0.512
H  2.006  -0.228  1.613
H  -0.495  1.128  -1.402
H  -1.243  0.122  -0.380
H  -0.031  -0.487  -1.297
H  -1.695  -2.813  -0.994
H  -1.900  -2.610  0.466
O  -2.052  -2.160  -0.374

Atoms 1-3, force components in eV/Å:
-0.9 0.3 0.3
1.0 0.3 -1.0
0.1 -0.5 0.3

As for the electronic energy: -250.02310 Eh. As for the energy relative to the best compared isomer or geometry (same formula, charge and spin): 80.6 kJ/mol. Its total charge is +1. As for the HOMO energy: -14.92 eV. The orbital gap comes out at 0.41888 Eh. The molecular weight is 76.12 g/mol.

Results of the Löwdin charge analysis, in e, for atoms 1 through 5:
1 C -0.0254
2 C -0.3181
3 C 0.1086
4 N 0.2422
5 H 0.0997


Entry 2:
Density functional theory data (ωB97M-V with the def2-TZVPD basis set) for 2 unconnected molecules or ions with the total composition C3H10NO in a non-equilibrium geometry.

Element x y z (Å)
C  0.951  1.955  5.410
N  0.821  2.766  4.111
H  0.537  2.509  6.236
H  2.021  1.838  5.565
H  0.470  1.015  5.212
H  -0.139  3.117  4.097
H  1.643  3.352  3.965
H  0.846  2.056  3.379
O  -0.849  -1.703  -3.879
C  -1.230  -2.580  -4.608
C  -0.892  -2.716  -6.070
H  -1.765  -3.455  -4.191
H  -1.662  -3.312  -6.552
H  -0.881  -1.739  -6.545
H  0.128  -3.101  -6.130

Atoms 1-3, force components in eV/Å:
1.0 0.6 -0.5
-0.3 -2.1 0.6
-0.3 0.1 0.1

As for the electronic energy: -250.00660 Eh. As for the energy relative to the best compared isomer or geometry (same formula, charge and spin): 124.0 kJ/mol. Its total charge is +1. As for the HOMO energy: -11.32 eV. The orbital gap comes out at 0.26198 Eh. The molecular weight is 76.12 g/mol.

Results of the Löwdin charge analysis, in e, for atoms 1 through 5:
1 C 0.0196
2 N 0.1612
3 H 0.1016
4 H 0.1056
5 H 0.1000


Entry 3:
Density functional theory data (ωB97M-V with the def2-TZVPD basis set) for 2 unconnected molecules or ions with the total composition C3H10NO in a non-equilibrium geometry.

Element x y z (Å)
O  1.242  -2.449  -0.969
C  1.053  -1.553  0.111
C  -0.221  -0.566  -0.213
N  -0.348  0.463  0.750
C  -1.536  3.628  0.248
H  1.998  -3.031  -0.863
H  0.818  -2.040  1.080
H  1.937  -0.900  0.188
H  -1.090  -1.241  -0.188
H  -0.114  -0.194  -1.249
H  -0.730  0.180  1.644
H  -2.608  3.314  0.184
H  -1.193  4.120  -0.715
H  -0.975  2.743  0.514
H  -1.322  4.342  1.034

Atoms 1-3, force components in eV/Å:
-1.9 1.6 0.8
2.2 -1.7 0.2
-1.7 2.3 0.4

As for the electronic energy: -249.82629 Eh. As for the energy relative to the best compared isomer or geometry (same formula, charge and spin): 597.4 kJ/mol. Its total charge is +1. As for the HOMO energy: -15.87 eV. The orbital gap comes out at 0.22730 Eh. The molecular weight is 76.12 g/mol.

Results of the Löwdin charge analysis, in e, for atoms 1 through 5:
1 O -0.0051
2 C -0.1276
3 C -0.1115
4 N 0.3834
5 C -0.0496


Entry 4:
Density functional theory data (ωB97M-V with the def2-TZVPD basis set) for 2 unconnected molecules or ions with the total composition C3H10NO in a non-equilibrium geometry.

Element x y z (Å)
C  -1.715  -1.168  1.433
C  -0.989  -0.439  0.361
C  -0.264  -0.991  -0.603
N  0.591  -0.014  -1.432
H  -1.390  -0.723  2.381
H  -2.776  -0.905  1.411
H  -1.573  -2.240  1.340
H  -1.160  0.637  0.273
H  -0.617  -1.756  -1.274
H  -0.056  0.389  -2.116
H  0.798  0.762  -0.782
H  1.220  -0.637  -1.934
H  2.700  2.325  0.448
H  1.323  1.999  1.037
O  1.826  1.986  0.214

Atoms 1-3, force components in eV/Å:
-0.6 0.7 -0.5
-0.4 -0.1 -0.1
-0.4 1.3 -1.2

As for the electronic energy: -249.99326 Eh. As for the energy relative to the best compared isomer or geometry (same formula, charge and spin): 159.0 kJ/mol. Its total charge is +1. As for the HOMO energy: -14.40 eV. The orbital gap comes out at 0.39707 Eh. The molecular weight is 76.12 g/mol.

Results of the Löwdin charge analysis, in e, for atoms 1 through 5:
1 C -0.0565
2 C -0.1372
3 C -0.0659
4 N 0.1850
5 H 0.0999